No. 1
C38H39BrN6NiO4 | the ωB97M-V functional and the def2-TZVPD basis

Computed properties:
Charge   +2
Multiplicity   3
Highest occupied orbital energy (alpha / beta)   -12.4945 / -12.1605 eV
Gap between HOMO and LUMO (alpha / beta)   7.2 / 5.5 eV
Energy relative to the best compared isomer or geometry (same formula, charge and spin)   0.0 kJ/mol

Structure (XYZ):
```
89
C38H39BrN6NiO4 the ωB97M-V functional and the def2-TZVPD basis
C -2.144 -1.020 -0.155
C 1.154 0.470 4.457
H 2.888 0.536 -4.501
O -0.438 0.827 -0.183
C -3.290 -6.823 0.057
H 0.033 -6.006 0.141
C 3.467 0.736 4.719
H 0.964 0.307 -4.649
H -3.569 3.085 2.170
H -1.604 1.330 0.956
C 0.449 3.696 -0.782
C -1.010 -0.315 -0.884
Ni 1.892 0.566 -0.638
H -4.058 -0.432 -6.060
H 6.561 1.947 5.067
C -2.531 2.787 2.036
H -1.932 3.684 1.869
C -2.002 1.969 3.209
C -2.888 0.851 -2.243
C 4.482 1.134 0.642
H -0.168 -3.087 -0.006
H 6.451 0.218 5.367
H -1.469 -7.966 0.183
N -2.416 1.947 0.809
H 1.229 0.039 5.450
H 4.924 0.003 -3.544
O 1.722 0.559 1.492
C -0.716 0.293 -3.350
C -1.888 -6.971 0.116
C -1.417 0.668 -2.097
H -3.980 -1.050 0.782
C 3.980 1.084 2.009
C -1.649 -4.633 0.007
C -0.538 1.561 3.010
H -0.246 4.535 -0.817
C -2.189 2.486 -0.574
C -3.398 1.712 -1.131
H 4.880 1.974 -1.945
H -4.478 -1.694 -4.912
C -3.542 1.045 0.286
H 3.251 0.562 5.768
H 0.584 3.338 0.242
N -3.350 -3.124 -0.139
N -1.133 -3.356 -0.065
H 3.845 -0.845 -2.450
H -4.652 0.363 -3.299
C -1.481 -0.296 -4.340
C 4.146 0.148 -2.793
C 0.718 0.413 -3.589
H -4.953 -5.465 -0.069
C -0.923 1.798 -1.171
N 3.869 0.901 -0.451
H -2.624 1.076 3.325
C 5.876 1.145 5.338
C -3.641 -1.145 -5.341
H 5.721 0.531 -1.388
H -0.798 0.451 4.787
C 4.740 1.048 4.356
H -3.909 -7.710 0.078
C -3.879 -5.584 -0.027
H -0.974 -0.664 -5.226
H -3.011 -1.841 -5.890
H 1.414 4.017 -1.162
C -2.875 -0.427 -4.279
C 4.950 1.225 2.976
H -0.360 0.976 2.110
C 2.373 0.681 3.796
H 5.961 1.443 2.643
C 2.611 0.786 2.363
H -4.476 1.290 0.783
C -1.041 -5.887 0.091
H 5.554 1.348 0.588
C -3.035 -4.468 -0.049
C -2.201 -2.502 -0.138
C -3.216 -0.404 0.365
H 5.512 1.342 6.345
H 0.110 2.439 2.932
N -0.090 0.760 4.137
C 2.970 0.843 -3.456
H 0.090 -1.374 -2.084
C 4.738 0.932 -1.642
H 3.143 1.924 -3.456
H -2.209 3.569 -0.638
Br -4.909 2.793 -1.583
H -2.114 2.560 4.120
O 0.032 -1.179 -1.137
O 0.018 2.635 -1.643
C -3.575 0.260 -3.233
N 1.683 0.623 -2.768
```

=====

No. 2
C38H39Cl5LiN5O2Te | the ωB97M-V functional and the def2-TZVPD basis

Computed properties:
Charge   -2
Highest occupied orbital energy   0.1552 eV
Gap between HOMO and LUMO   3.9 eV

Structure (XYZ):
```
91
C38H39Cl5LiN5O2Te the ωB97M-V functional and the def2-TZVPD basis
C 2.771 0.881 1.434
H -5.022 2.609 -1.299
H -3.024 0.190 -5.656
H -2.561 1.184 0.134
C 0.848 0.011 -3.670
Cl 4.410 -1.653 4.112
C -6.397 -1.157 -3.966
H -7.950 -2.461 -4.667
C -3.018 2.046 2.077
C -2.839 0.043 -4.570
Cl 1.825 -3.221 3.222
H 2.325 -0.657 -5.073
H -0.852 1.714 4.684
C -2.845 3.560 -2.203
H 0.195 5.993 -3.269
Te -2.240 -0.381 -1.357
C -4.064 -0.465 -3.857
H 0.201 1.487 -0.749
C 2.826 -3.396 -5.618
C -1.263 1.630 3.684
H -1.385 4.187 -3.651
H 5.362 -4.014 -5.852
C -1.085 5.166 -1.747
H 1.857 -3.067 -5.237
N -1.006 0.851 1.421
H -2.010 -0.688 -4.461
H -1.062 5.942 0.270
C 5.118 -3.931 -4.789
O 4.599 -2.477 -2.549
H 0.105 6.950 -1.789
H 0.434 0.577 2.870
H 3.999 -3.158 -7.436
H 5.955 -5.854 -4.268
C -2.662 4.534 -0.010
C 0.418 -0.073 -2.354
C -7.655 -1.394 -4.750
N -4.299 2.582 1.824
H -2.531 1.019 -4.141
C 2.549 -1.612 -3.145
H 2.525 -2.206 -1.064
C -0.549 0.999 2.681
H -7.519 -1.151 -5.825
H 0.348 0.673 -4.369
H -5.253 -0.489 -5.659
H -3.012 4.678 1.007
C 3.630 0.314 2.382
H 4.761 -5.257 -3.102
H -0.428 0.510 -2.001
H -6.088 -0.868 0.107
H 5.948 -3.393 -4.317
C 1.945 -0.756 -4.064
C -2.517 2.153 3.376
C 2.062 -1.600 -1.840
H -8.471 -0.758 -4.347
H 1.035 5.428 -1.808
C 3.332 -0.954 2.930
C 5.007 -5.317 -4.166
C 1.303 -1.098 1.580
C -5.223 -1.199 -1.831
H -5.569 -2.568 -0.212
C -1.738 4.300 -2.628
C -5.302 -1.500 -0.356
Li 0.000 0.000 0.000
C -5.006 2.661 0.670
N -4.412 2.860 -0.530
C -3.300 3.652 -0.883
N 3.886 -3.149 -4.635
C 0.133 5.927 -2.178
H -3.326 2.889 -2.910
C -2.231 1.370 1.150
C -1.555 5.276 -0.435
H -4.360 -1.315 0.189
H 3.296 -1.655 -6.842
H 2.738 -4.479 -5.763
H -4.895 2.688 2.635
Cl 5.056 1.181 2.872
H -3.086 2.655 4.154
C 1.631 0.198 1.036
N 1.007 -0.852 -1.423
C 3.114 -2.728 -6.957
C -5.239 -0.685 -4.593
C -4.048 -0.722 -2.466
H 2.269 -2.863 -7.639
C 3.743 -2.439 -3.433
Cl 3.039 2.419 0.702
C -6.382 -1.410 -2.592
H 4.229 -5.911 -4.655
H -7.282 -1.775 -2.109
C 2.173 -1.661 2.533
Cl -0.204 -2.070 1.096
O -6.232 2.535 0.718
```

=====

No. 3
C38H39ClN3O13P | the ωB97M-V functional and the def2-TZVPD basis

Computed properties:
SMILES   CCOCCCCC[C@@](C#N)(CON=O)[C@](C#N)(CCO)P(O)Cl.O=C1C=CC(=O)C=C1.O=C1C=CC(=O)C=C1.O=C1C=CC(=O)C=C1.O=C1C=CC(=O)C=C1
Highest occupied orbital energy   -9.2156 eV
Gap between HOMO and LUMO   7.1 eV
Energy relative to the best compared isomer or geometry (same formula, charge and spin)   488.6 kJ/mol

Structure (XYZ):
```
95
C38H39ClN3O13P the ωB97M-V functional and the def2-TZVPD basis
H -3.713 -3.232 -3.430
H 10.564 6.067 0.410
O 12.818 3.901 3.597
N -1.307 -0.725 -2.257
C -9.531 3.620 -3.741
H -7.080 5.011 -1.743
N -5.960 -1.657 -4.399
H 3.829 -1.279 -0.891
H -1.051 -3.624 -1.103
C -3.682 -1.965 4.853
H -8.082 0.812 -2.347
C -3.343 -3.363 -0.750
O -2.264 2.143 -1.431
C 1.125 -2.206 -0.164
C -1.367 -2.439 0.877
H -2.365 0.657 0.039
H -1.780 -4.543 0.301
C -2.292 -1.426 -2.157
H 0.459 -3.630 1.486
C 9.384 -0.771 -1.797
O -5.549 -2.199 1.642
O -4.703 -1.434 -3.866
O -4.156 -2.569 3.906
C 6.939 -0.956 -1.829
O -5.883 -2.558 -5.194
C -7.443 2.861 -1.926
H -5.389 -3.164 -2.684
C -2.250 -1.602 4.891
Cl -5.335 0.804 1.965
H 12.315 1.740 2.253
H 10.358 -0.751 -2.269
C 11.919 2.649 1.819
C 10.694 3.904 0.106
C -6.164 -1.093 -1.102
N -7.254 -1.490 -1.467
H 5.939 -0.815 0.112
H -4.596 -0.612 7.895
C 2.796 -0.831 -1.167
H 3.840 1.181 -0.784
H 8.259 -1.050 -3.571
H -5.564 -1.842 5.959
C 6.914 -0.795 -0.360
C -8.292 1.847 -2.586
H 3.454 0.882 -2.608
H -3.532 2.096 0.251
H -8.890 5.669 -3.319
C -4.571 -0.920 -0.785
H -1.855 -2.735 1.889
H 0.560 -2.205 -1.160
C -7.711 4.281 -2.236
O -2.093 0.057 8.026
C -2.566 -0.546 7.081
C -3.998 -0.909 7.042
P -4.454 -0.961 1.110
H -1.630 -1.353 0.631
O 5.913 -1.105 -2.466
C -1.731 -0.943 5.928
C 9.358 -0.610 -0.328
C -3.687 -2.023 -1.563
H -1.653 -1.899 4.038
H -3.494 -4.256 -1.483
C 11.227 2.650 0.679
H 11.024 1.742 0.126
O 10.060 3.905 -0.933
H -0.684 -0.670 5.973
H 2.417 -1.398 -2.108
H -2.857 2.596 -2.070
C -3.090 1.355 -0.515
C -8.681 4.634 -3.080
C 12.185 3.902 2.557
H -5.224 1.183 -1.147
O 1.839 -0.937 -0.062
C -1.817 -3.511 -0.238
O 10.386 -0.461 0.310
H -9.893 1.470 -3.923
C 8.039 -0.635 0.338
C -4.474 -2.518 -2.914
C -4.240 0.592 -1.342
C 10.960 5.157 0.844
C 0.234 -2.556 1.126
H -5.169 -2.664 2.428
C -9.262 2.200 -3.431
H 11.855 6.065 2.538
O -10.417 3.943 -4.510
O -6.555 2.538 -1.156
C 3.089 0.732 -1.533
H -4.086 0.621 -2.476
C 8.259 -0.931 -2.495
H 8.039 -0.516 1.414
H 1.950 -3.025 -0.244
C 11.652 5.157 1.984
H -4.018 -3.594 0.143
H 2.086 1.282 -1.406
C -4.517 -1.568 6.005
H 0.503 -1.836 1.975
```

=====

DFT total energy
In order: -6182.69627, -4472.11283, -3414.91827
Unit: a.u.